{
  "formula": "CH2N2OS2",
  "method": "ωB97M-V/def2-TZVPD",
  "species": ["S", "S", "O", "N", "N", "C", "H", "H"],
  "coordinates": [[1.083, 2.144, 0.775], [0.156, 0.979, -0.471], [-0.104, 1.368, -1.804], [1.690, -2.562, 0.800], [-1.275, 0.171, 0.023], [1.413, -1.470, 0.612], [-1.586, -0.236, -0.881], [-1.376, -0.394, 0.946]],
  "e_homo_ev": [-10.83, -9.60],
  "largest_force_ev_per_a": 4.4
}